Entry 1:
The following is a DFT calculation (wB97M-V/def2-TZVPD) of a molecular structure, C39H32IrN3O5PSSe in a non-equilibrium geometry.

XYZ file:
```
83
Properties=species:S:1:pos:R:3:mulliken_spin:R:1
Ir -0.30328 -0.26073 0.14226 -0.01
O -2.27046 0.18710 0.35567 0.00
C -2.66604 1.26989 0.98197 0.00
C -3.88064 1.85735 0.58858 0.00
C -4.39191 2.95078 1.24897 0.00
C -3.72720 3.51368 2.34367 0.00
C -2.54485 2.94795 2.75253 0.00
C -1.99500 1.83232 2.09831 0.00
C -0.73667 1.34915 2.59996 0.00
N -0.01251 0.41546 2.10411 0.00
C 1.30546 0.12220 2.66060 0.01
C 2.26996 -0.04251 1.48088 0.01
N 1.58778 -0.96953 0.59390 0.00
C 2.11469 -2.07103 0.21946 0.01
C 1.32653 -3.18645 -0.21748 -0.01
C 1.97942 -4.34221 -0.68028 -0.01
C 1.30376 -5.51797 -0.88316 0.00
C -0.06041 -5.56692 -0.55664 0.00
C -0.72107 -4.46165 -0.07924 0.00
C -0.06647 -3.21478 0.06456 0.00
O -0.79441 -2.20194 0.44528 0.00
H -4.39418 1.41650 -0.25628 0.00
H -5.32360 3.38615 0.90809 0.00
H -4.13147 4.37784 2.85165 0.00
H -2.00798 3.36971 3.59529 0.00
H -0.35836 1.86241 3.48622 0.00
H 1.26088 -0.81512 3.22114 0.00
H 1.63103 0.92271 3.32761 0.00
H 3.22435 -0.45190 1.82159 0.00
H 2.42539 0.91495 0.97717 0.00
H 3.17986 -2.23495 0.39401 0.00
H 3.04658 -4.28455 -0.86951 0.00
H 1.81574 -6.39724 -1.24862 0.00
H -0.60527 -6.49609 -0.67343 0.00
H -1.77050 -4.50334 0.18522 0.00
O -0.10169 4.12669 -0.60345 0.00
S 0.47129 2.87023 -0.99188 0.02
O 1.91363 2.81711 -1.04793 0.01
O -0.16473 1.76993 -0.21249 -0.01
C -0.12278 2.51200 -2.63535 -0.02
C -0.12377 3.60036 -3.50444 0.00
C -0.54140 3.46224 -4.81276 0.00
C -0.96336 2.21950 -5.26410 0.00
C -0.96583 1.14179 -4.40098 0.00
C -0.55026 1.25127 -3.06539 -0.01
P -0.67268 -0.34807 -2.14533 0.03
C 0.32563 -1.43067 -3.25411 -0.01
C 1.27478 -0.89828 -4.12805 0.07
C 2.06573 -1.72353 -4.91300 0.02
C 1.92545 -3.10188 -4.84106 -0.01
C 0.99245 -3.64505 -3.97209 0.01
C 0.20766 -2.81768 -3.18153 0.00
C -2.43185 -0.80181 -2.39821 0.00
C -2.86515 -2.07009 -2.01412 0.00
C -4.20401 -2.41619 -2.09587 0.00
C -5.13925 -1.49146 -2.53542 0.00
C -4.72496 -0.21516 -2.87985 0.00
C -3.38284 0.12986 -2.80698 0.00
H 0.19544 4.56074 -3.12172 0.00
H -0.54426 4.31788 -5.47512 0.00
H -1.29471 2.08762 -6.28583 0.00
H -1.30479 0.18221 -4.77093 0.00
H 1.41775 0.17128 -4.19852 -0.04
H 2.79154 -1.28115 -5.58361 0.00
H 2.53967 -3.74681 -5.45652 0.00
H 0.87192 -4.71754 -3.89526 0.00
H -0.49935 -3.28287 -2.51329 0.00
H -2.17187 -2.79298 -1.61157 0.00
H -4.51682 -3.40807 -1.79575 0.00
H -6.18683 -1.75850 -2.58932 0.00
H -5.44699 0.52476 -3.20133 0.00
H -3.09248 1.14170 -3.05142 0.00
Se 3.33952 0.36438 -1.84386 0.94
C 4.84940 -0.71254 -1.47126 -0.02
C 5.60284 -0.51279 -0.31695 -0.01
C 6.68114 -1.34954 -0.07136 0.00
N 7.04667 -2.34626 -0.87410 0.02
C 6.32207 -2.52758 -1.97698 0.00
C 5.22590 -1.75182 -2.31996 0.02
H 5.36520 0.28916 0.37023 -0.01
H 7.28154 -1.21022 0.82118 0.00
H 6.63341 -3.34047 -2.62406 0.00
H 4.66766 -1.95873 -3.22457 -0.01
```

Output
Multiplicity: 2
Charge: 0
⟨S²⟩: 0.754
LUMO energy (alpha / beta): -0.0654 / -2.0117 eV
HOMO level (alpha / beta): -7.66 / -7.66 eV
Gap between HOMO and LUMO (alpha / beta): 7.6 / 5.7 eV
ΔE to the lowest compared entry with this formula, charge and spin: 44.1 kJ/mol

=====

Entry 2:
The following is a DFT calculation (wB97M-V/def2-TZVPD) of a molecular structure, KNO3Se2Te2.

XYZ file:
```
9
Properties=species:S:1:pos:R:3:lowdin_charge:R:1
K -0.08261 -0.00444 0.10621 0.38
Se -0.99631 -2.94577 -1.07501 -0.56
Te -2.04510 -3.11001 1.19744 -0.13
Te -0.12128 -2.11583 2.94432 -0.13
Se -0.84287 0.26045 3.34653 -0.57
O 1.23840 3.20825 -1.67012 -0.06
N 1.02581 1.98811 -1.63491 -0.66
O 1.88885 1.20049 -1.18162 -0.14
O -0.06489 1.51874 -2.03284 -0.14
```

Output
Multiplicity: 1
Charge: -2
LUMO energy: 4.6550 eV
HOMO level: -0.55 eV
Gap between HOMO and LUMO: 5.2 eV

=====

Entry 3:
The following is a DFT calculation (wB97M-V/def2-TZVPD) of a molecular structure, C30H22N8O3ReS2 in a non-equilibrium geometry.

XYZ file:
```
66
Properties=species:S:1:pos:R:3:mulliken_spin:R:1
Re -0.10893 0.50770 -0.74839 2.00
N 2.21630 -2.91294 1.56454 0.01
C 1.02662 -2.26135 1.38091 0.00
S 0.19408 -1.67859 2.74967 0.01
N 0.68150 -2.15609 0.10126 0.01
N -0.44447 -1.39297 -0.13577 -0.07
C -1.64621 -1.86452 -0.01535 0.00
C -1.95713 -3.24597 0.38799 0.01
C -1.42656 -4.31597 -0.32771 0.00
C -1.73781 -5.61422 0.03943 0.00
C -2.56587 -5.85182 1.12782 0.00
C -3.08673 -4.78754 1.85003 0.00
C -2.78573 -3.48694 1.48032 0.00
C -2.67397 -0.87328 -0.31417 0.00
C -4.03747 -1.14202 -0.35082 0.00
C -4.92122 -0.12511 -0.64946 -0.01
C -4.42533 1.14997 -0.90250 0.00
C -3.06429 1.35482 -0.86532 -0.03
N -2.19661 0.36866 -0.58660 -0.02
H 2.38909 -3.24826 2.49591 0.00
H 2.54566 -3.48070 0.79978 0.00
H -0.76697 -4.12749 -1.16419 0.00
H -1.32913 -6.44283 -0.52294 0.00
H -2.79995 -6.86741 1.41726 0.00
H -3.71739 -4.96877 2.70977 0.00
H -3.16057 -2.65854 2.06882 0.00
H -4.38210 -2.14668 -0.15246 0.00
H -5.98394 -0.31925 -0.68627 0.00
H -5.08379 1.97728 -1.12311 0.00
H -2.62833 2.32752 -1.05373 0.01
O 5.30258 2.05838 4.33309 0.00
N 4.20512 2.46768 4.03302 0.00
O 3.66832 3.44912 4.50600 0.00
C 3.59180 1.89731 2.81583 0.00
C 4.44377 1.42213 1.88691 0.00
C 3.94714 0.91219 0.64720 -0.01
C 4.77616 0.39606 -0.36347 0.03
C 4.20699 -0.08211 -1.51589 -0.01
C 2.81868 -0.03683 -1.66210 0.01
N 2.02131 0.45625 -0.72769 -0.09
C 2.57205 0.91853 0.42391 -0.03
C 1.67526 1.37994 1.44336 0.04
N 0.34921 1.24316 1.18283 0.01
C -0.52162 1.56126 2.12323 0.02
C -0.12596 2.08995 3.35157 -0.01
C 1.20570 2.24697 3.62822 0.01
C 2.15899 1.87904 2.65639 0.01
H 5.50724 1.43439 2.08167 0.00
H 5.84847 0.37481 -0.21984 0.00
H 4.80794 -0.49873 -2.31062 0.00
H 2.33385 -0.40585 -2.55597 0.00
H -1.56084 1.36123 1.90370 0.00
H -0.87710 2.33484 4.08768 0.00
H 1.52309 2.63451 4.58203 0.00
O -0.03853 2.47357 -1.39073 0.04
N -0.29647 2.75605 -2.68436 0.01
C -0.35000 4.07314 -2.99334 0.01
C -0.56152 4.47656 -4.27789 0.00
C -0.71869 3.49930 -5.27055 0.01
C -0.66611 2.17354 -4.93175 0.00
C -0.45122 1.77270 -3.60155 0.01
S -0.43848 0.11705 -3.13158 0.00
H -0.20398 4.73231 -2.15171 0.00
H -0.60063 5.53099 -4.50391 0.00
H -0.88347 3.78916 -6.29872 0.00
H -0.79181 1.39471 -5.66965 0.00
```

Output
Multiplicity: 3
Charge: +1
⟨S²⟩: 2.019
LUMO energy (alpha / beta): -3.5591 / -3.9200 eV
HOMO level (alpha / beta): -9.65 / -9.65 eV
Gap between HOMO and LUMO (alpha / beta): 6.1 / 5.7 eV
ΔE to the lowest compared entry with this formula, charge and spin: 45.0 kJ/mol

=====

Record-wise energy values, in hartree: -5291.17227 -6219.36921 -2694.60857